# 1
Molecular formula: C57H50BrN13O2Ti
Method: DFT, the ωB97M-V functional and the def2-TZVPD basis

Element x y z (Å)
Ti1 1.605 -0.613 0.902
N1 5.184 -2.429 4.326
C1 4.810 -1.933 3.119
N2 3.693 -2.155 2.544
C2 2.751 -2.971 3.179
N3 1.575 -3.163 2.741
N4 1.182 -2.486 1.590
C3 0.048 -2.972 1.020
C4 -0.282 -2.446 -0.217
C5 -1.397 -2.880 -1.000
C6 -1.508 -2.464 -2.284
C7 -0.473 -1.643 -2.852
C8 0.520 -1.201 -2.054
N5 0.610 -1.497 -0.714
C9 3.159 -3.691 4.406
C10 2.367 -4.660 5.017
C11 2.792 -5.294 6.167
C12 4.033 -4.974 6.721
C13 4.831 -4.018 6.130
C14 4.390 -3.379 4.973
H1 6.065 -2.169 4.724
H2 5.546 -1.307 2.618
H3 -0.511 -3.778 1.472
H4 -2.131 -3.537 -0.548
H5 -2.355 -2.770 -2.888
H6 -0.486 -1.368 -3.899
H7 1.321 -0.594 -2.457
H8 1.415 -4.903 4.561
H9 2.159 -6.031 6.644
H10 4.384 -5.487 7.609
H11 5.801 -3.766 6.552
C15 2.798 1.314 -4.287
C16 3.650 1.250 -3.011
C17 4.203 -0.153 -2.762
C18 4.984 -0.695 -3.782
C19 5.436 -1.997 -3.732
C20 5.026 -2.803 -2.685
C21 4.235 -2.320 -1.648
C22 3.749 -3.314 -0.616
C23 2.950 -4.458 -1.253
C24 3.900 -0.948 -1.628
N6 3.231 -0.313 -0.511
C25 3.706 0.872 -0.178
C26 2.884 1.818 0.470
C27 3.109 3.129 0.904
C28 1.879 3.606 1.348
C29 0.959 2.562 1.165
N7 1.543 1.489 0.621
H12 2.305 2.288 -4.361
H13 2.030 0.537 -4.285
H14 3.403 1.179 -5.185
H15 3.039 1.591 -2.184
H16 4.478 1.957 -3.103
H17 5.230 -0.070 -4.637
H18 6.075 -2.388 -4.516
H19 5.330 -3.845 -2.659
H20 3.123 -2.824 0.092
H21 4.605 -3.722 -0.072
H22 2.101 -4.058 -1.816
H23 2.561 -5.122 -0.475
H24 3.559 -5.057 -1.935
H25 4.704 1.161 -0.489
H26 4.060 3.648 0.891
H27 1.662 4.591 1.742
H28 -0.104 2.579 1.375
Br1 -3.006 6.712 1.347
C30 -2.633 5.504 2.752
C31 -3.655 5.073 3.572
C32 -3.369 4.187 4.603
C33 -2.085 3.718 4.814
C34 -1.066 4.158 3.965
C35 -1.335 5.061 2.943
N8 -1.896 2.957 6.048
N9 -0.896 2.274 6.288
C36 -0.111 1.649 5.262
C37 1.235 1.578 5.487
C38 2.126 1.006 4.564
C39 1.646 0.449 3.417
O1 2.398 -0.083 2.476
C40 0.232 0.425 3.202
N10 -0.173 -0.208 2.054
C41 -1.449 -0.328 1.822
C42 -2.422 0.152 2.721
C43 -2.042 0.809 3.841
C44 -0.657 0.997 4.113
H29 -4.664 5.430 3.417
H30 -4.156 3.848 5.270
H31 -0.049 3.835 4.122
H32 -0.539 5.413 2.299
H33 1.612 2.064 6.382
H34 3.197 1.018 4.735
H35 -1.733 -0.824 0.909
H36 -3.469 -0.010 2.509
H37 -2.789 1.161 4.531
C45 -8.150 -0.895 -7.882
C46 -7.350 -0.268 -6.760
C47 -6.010 -0.581 -6.558
C48 -5.285 -0.006 -5.523
C49 -5.885 0.905 -4.660
N11 -5.080 1.442 -3.623
C50 -5.485 2.207 -2.557
O2 -6.633 2.561 -2.350
N12 -4.468 2.546 -1.658
C51 -3.072 2.306 -1.785
C52 -2.348 2.730 -2.890
C53 -0.990 2.461 -2.940
C54 -0.401 1.774 -1.889
N13 -1.082 1.352 -0.824
C55 -2.385 1.634 -0.779
C56 -7.224 1.243 -4.853
C57 -7.932 0.654 -5.894
H38 -7.564 -1.650 -8.408
H39 -8.461 -0.140 -8.610
H40 -9.056 -1.372 -7.498
H41 -5.520 -1.289 -7.219
H42 -4.240 -0.268 -5.381
H43 -4.137 1.101 -3.601
H44 -4.822 2.814 -0.756
H45 -2.843 3.279 -3.686
H46 -0.391 2.790 -3.782
H47 0.664 1.565 -1.885
H48 -2.932 1.303 0.105
H49 -7.701 1.949 -4.191
H50 -8.977 0.922 -6.034

Output
**E_HOMO (spin up / spin down)**: -5.78 / -5.81 eV
**Molecular weight**: 1076.89 g/mol
**HOMO-LUMO gap (spin up / spin down)**: 5.2975 / 5.3300 eV

***

# 2
Molecular formula: C57H50CaIN5O7S
Method: DFT, the ωB97M-V functional and the def2-TZVPD basis

Element x y z (Å)
Ca1 14.447 -18.575 10.846
C1 19.877 -13.257 17.693
O1 19.702 -14.641 17.235
C2 18.984 -14.947 16.132
C3 17.686 -14.453 15.813
C4 16.903 -15.056 14.875
C5 17.392 -16.117 14.087
C6 18.694 -16.637 14.399
C7 19.493 -16.012 15.356
C8 16.463 -16.841 13.076
C9 17.248 -17.593 12.077
C10 18.496 -17.181 11.511
C11 18.922 -18.138 10.569
C12 17.782 -19.052 10.425
N1 16.717 -18.605 11.267
C13 17.760 -20.260 9.663
C14 16.606 -20.651 8.955
C15 16.468 -21.782 8.003
C16 15.168 -21.704 7.526
C17 14.617 -20.418 7.979
C18 13.621 -19.650 7.312
C19 13.143 -20.257 6.072
C20 11.812 -20.446 5.707
C21 11.472 -21.044 4.498
C22 12.464 -21.203 3.502
O2 12.100 -21.863 2.388
C23 13.032 -22.617 1.569
C24 13.830 -20.929 3.821
C25 14.124 -20.455 5.105
C26 13.367 -18.266 7.613
N2 13.773 -17.584 8.743
C27 13.450 -16.290 8.579
C28 13.797 -15.128 9.230
C29 13.650 -13.855 8.556
C30 14.137 -13.556 7.297
C31 13.698 -12.396 6.680
C32 12.645 -11.614 7.138
O3 12.007 -10.584 6.494
C33 12.845 -9.670 5.807
C34 12.314 -11.802 8.547
C35 12.776 -12.908 9.187
C36 14.373 -15.172 10.532
C37 15.086 -14.010 11.038
C38 15.909 -14.416 12.042
C39 15.639 -15.877 12.256
N3 14.689 -16.263 11.346
C40 12.662 -16.167 7.257
C41 12.603 -17.453 6.709
N4 15.496 -19.862 8.851
C42 18.926 -21.166 9.737
C43 18.775 -22.531 10.093
C44 19.864 -23.300 10.421
C45 21.144 -22.764 10.282
O4 22.301 -23.452 10.563
C46 22.324 -24.085 11.889
C47 21.368 -21.562 9.633
C48 20.261 -20.713 9.551
H1 20.823 -13.262 18.256
H2 19.035 -12.990 18.311
H3 20.008 -12.601 16.795
H4 17.190 -13.670 16.346
H5 15.998 -14.653 14.574
H6 19.101 -17.488 13.881
H7 20.530 -16.315 15.604
H8 18.986 -16.220 11.693
H9 19.882 -18.294 10.112
H10 17.110 -22.647 8.060
H11 14.624 -22.403 6.822
H12 11.014 -20.168 6.436
H13 10.436 -21.352 4.208
H14 12.476 -23.345 0.946
H15 13.723 -23.159 2.237
H16 13.542 -21.900 0.928
H17 14.624 -21.094 3.091
H18 15.153 -20.274 5.335
H19 15.020 -14.044 6.871
H20 14.024 -12.144 5.681
H21 12.292 -8.898 5.403
H22 13.466 -10.247 5.109
H23 13.571 -9.298 6.502
H24 11.487 -11.157 8.917
H25 12.591 -13.052 10.231
H26 15.054 -12.995 10.659
H27 16.639 -13.763 12.524
H28 12.201 -15.232 6.941
H29 12.101 -17.746 5.777
H30 17.855 -23.046 10.029
H31 19.687 -24.309 10.795
H32 23.422 -24.080 12.138
H33 22.027 -25.160 11.826
H34 21.636 -23.574 12.606
H35 22.419 -21.319 9.322
H36 20.409 -19.653 9.462
O5 13.835 -25.219 9.100
H37 13.747 -25.461 9.994
H38 14.726 -24.897 9.019
I1 19.661 -23.534 15.167
O6 14.584 -18.319 13.010
N5 15.553 -17.896 13.770
C49 15.633 -18.357 15.018
H39 14.889 -19.133 15.243
H40 16.332 -17.950 15.757
C50 9.573 -20.486 17.141
C51 10.366 -20.736 15.846
C52 11.080 -21.950 15.731
C53 11.918 -22.159 14.635
C54 11.754 -21.286 13.555
C55 11.075 -20.070 13.698
C56 10.427 -19.779 14.870
S1 12.837 -21.602 12.129
C57 11.710 -22.387 11.009
O7 12.984 -20.211 11.546
H41 8.957 -19.585 16.942
H42 10.294 -20.283 17.954
H43 8.917 -21.331 17.476
H44 10.949 -22.744 16.394
H45 12.658 -22.929 14.599
H46 11.121 -19.343 12.860
H47 9.879 -18.800 15.027
H48 12.019 -21.892 10.052
H49 10.743 -22.110 11.360
H50 11.836 -23.502 11.018

Output
**E_HOMO (spin up / spin down)**: -0.92 / -0.90 eV
**Molecular weight**: 1116.10 g/mol
**Total charge**: -2
**HOMO-LUMO gap (spin up / spin down)**: 4.1700 / 4.1497 eV

***

# 3
Molecular formula: C57H56BF9NO3
Method: DFT, the ωB97M-V functional and the def2-TZVPD basis

Element x y z (Å)
C1 1.777 0.335 0.082
C2 0.668 0.160 1.122
C3 0.331 -1.288 1.419
O1 0.960 -1.720 2.676
N1 2.244 -2.220 2.430
B1 3.237 -2.050 3.644
O2 4.282 -2.907 3.624
O3 3.030 -1.122 4.567
H1 1.813 -0.465 -0.649
H2 2.746 0.393 0.584
H3 1.664 1.285 -0.426
H4 -0.239 0.673 0.821
H5 0.988 0.611 2.059
H6 0.674 -1.968 0.640
H7 -0.729 -1.465 1.550
H8 2.187 -3.211 2.177
H9 2.679 -1.756 1.618
H10 4.040 -3.834 3.713
H11 2.813 -0.230 4.279
F1 -2.916 0.178 0.906
C4 -3.162 0.912 2.023
C5 -2.348 0.721 3.116
C6 -2.576 1.463 4.265
C7 -3.621 2.375 4.297
C8 -4.429 2.549 3.180
C9 -4.199 1.817 2.024
H12 -1.551 -0.009 3.063
H13 -1.942 1.331 5.131
H14 -3.806 2.951 5.194
H15 -5.244 3.259 3.207
H16 -4.807 1.944 1.139
F2 2.315 0.224 -2.927
C10 2.161 1.353 -3.672
C11 3.097 1.636 -4.643
C12 2.929 2.784 -5.404
C13 1.844 3.620 -5.181
C14 0.918 3.308 -4.196
C15 1.071 2.161 -3.431
H17 3.936 0.970 -4.797
H18 3.648 3.022 -6.175
H19 1.718 4.512 -5.778
H20 0.071 3.957 -4.022
H21 0.353 1.891 -2.667
F3 -4.605 2.928 -2.372
C16 -5.523 1.942 -2.478
C17 -6.573 2.097 -3.358
C18 -7.506 1.076 -3.460
C19 -7.382 -0.070 -2.687
C20 -6.317 -0.199 -1.808
C21 -5.374 0.812 -1.701
H22 -6.653 3.000 -3.948
H23 -8.334 1.177 -4.148
H24 -8.115 -0.861 -2.770
H25 -6.218 -1.089 -1.201
H26 -4.529 0.730 -1.030
F4 4.484 2.400 1.538
C22 5.728 1.926 1.291
C23 6.133 0.762 1.910
C24 7.408 0.277 1.655
C25 8.253 0.963 0.796
C26 7.821 2.135 0.188
C27 6.547 2.626 0.431
H27 5.462 0.251 2.590
H28 7.741 -0.635 2.131
H29 9.247 0.587 0.601
H30 8.480 2.673 -0.478
H31 6.190 3.534 -0.034
F5 -4.276 5.768 6.561
C28 -2.975 6.008 6.291
C29 -2.537 5.905 4.988
C30 -1.200 6.154 4.715
C31 -0.328 6.494 5.740
C32 -0.796 6.588 7.043
C33 -2.131 6.347 7.329
H32 -3.232 5.636 4.204
H33 -0.841 6.085 3.697
H34 0.713 6.690 5.523
H35 -0.119 6.854 7.844
H36 -2.519 6.424 8.335
F6 -8.216 1.940 6.533
C34 -7.303 2.036 7.519
C35 -6.265 2.934 7.381
C36 -5.327 3.032 8.397
C37 -5.435 2.233 9.527
C38 -6.488 1.336 9.642
C39 -7.435 1.233 8.634
H37 -6.197 3.545 6.490
H38 -4.512 3.737 8.303
H39 -4.701 2.312 10.318
H40 -6.575 0.713 10.521
H41 -8.267 0.546 8.706
F7 0.538 -3.053 -5.451
C40 1.432 -3.632 -4.623
C41 1.575 -5.004 -4.632
C42 2.500 -5.577 -3.771
C43 3.255 -4.780 -2.920
C44 3.084 -3.402 -2.930
C45 2.166 -2.816 -3.790
H42 0.974 -5.606 -5.300
H43 2.635 -6.650 -3.764
H44 3.977 -5.236 -2.255
H45 3.673 -2.774 -2.272
H46 2.023 -1.749 -3.826
F8 -4.700 0.458 -9.189
C46 -3.767 -0.161 -8.439
C47 -3.648 -1.533 -8.521
C48 -2.684 -2.163 -7.747
C49 -1.862 -1.424 -6.907
C50 -2.006 -0.044 -6.845
C51 -2.962 0.600 -7.616
H47 -4.301 -2.090 -9.178
H48 -2.574 -3.238 -7.803
H49 -1.114 -1.918 -6.304
H50 -1.369 0.537 -6.191
H51 -3.087 1.674 -7.586
F9 4.001 -8.542 -2.339
C52 5.266 -8.363 -2.781
C53 5.541 -8.565 -4.117
C54 6.839 -8.371 -4.565
C55 7.836 -7.987 -3.680
C56 7.534 -7.792 -2.340
C57 6.238 -7.977 -1.881
H52 4.751 -8.872 -4.789
H53 7.071 -8.522 -5.610
H54 8.848 -7.841 -4.034
H55 8.310 -7.498 -1.646
H56 5.979 -7.828 -0.841

Output
**E_HOMO**: -10.34 eV
**Molecular weight**: 984.87 g/mol
**Total charge**: +1
**HOMO-LUMO gap**: 6.9159 eV

***

Look up the molecular weight of the third one. 984.87 g/mol